1.
{
  "formula": "C3H2Cl2F2",
  "method": "the ωB97M-V functional and the def2-TZVPD basis",
  "species": ["C", "C", "C", "F", "F", "Cl", "Cl", "H", "H"],
  "positions_angstrom": [[1.3592, -0.4062, 0.1630], [2.4275, 0.3417, 0.0816], [-2.1407, 1.1900, 0.1200], [2.4822, 1.5983, 0.3484], [-1.7870, 2.3790, -0.2064], [3.9671, -0.2610, -0.4248], [-0.6153, 0.2673, 0.7260], [1.3283, -1.5518, -0.0065], [-2.8559, 0.5883, -0.5275]],
  "forces_ev_per_a": [[-0.4, -2.9, -0.2], [-0.2, -1.7, -0.4], [0.5, -2.9, 1.3], [0.0, 2.0, 0.4], [-0.3, 1.2, -0.9], [0.2, -0.1, 0.0], [-1.1, 0.9, -0.5], [0.1, 2.4, 0.2], [1.1, 1.1, 0.2]],
  "charge": 0,
  "homo_lumo_gap_ev": [7.94, 8.16]
}



2.
{
  "formula": "C3H8BN",
  "method": "the ωB97M-V functional and the def2-TZVPD basis",
  "species": ["B", "C", "C", "C", "N", "H", "H", "H", "H", "H", "H", "H", "H"],
  "positions_angstrom": [[-1.1273, 1.3008, -1.7128], [0.1797, -1.2053, 1.1308], [0.9187, -1.2994, -0.1738], [0.8252, -0.0780, 0.5019], [-0.7025, 1.3510, -0.3525], [-1.6356, 2.1686, -2.1410], [-0.9435, 0.6059, -2.6774], [-0.8906, -1.4120, 1.0333], [0.5516, -1.6719, 1.9790], [1.8754, -1.9055, -0.2999], [0.3538, -1.4093, -1.1540], [1.6167, 0.5848, 0.8209], [-0.6375, 2.0289, 0.4296]],
  "forces_ev_per_a": [[2.1, -0.9, 2.5], [-1.9, -0.7, -1.1], [1.0, -2.9, -3.5], [-2.0, 4.2, -0.6], [2.5, -2.5, 0.2], [-1.9, 2.8, -0.6], [0.5, -1.1, 0.9], [0.3, 0.7, 0.0], [1.1, -0.5, 1.5], [-1.0, 1.2, 0.6], [0.3, 0.2, 1.5], [-0.3, 0.0, 0.2], [-0.5, -0.6, -1.5]],
  "charge": 0,
  "homo_lumo_gap_ev": 9.13
}



3.
{
  "formula": "C27H28N4O2",
  "method": "the ωB97M-V functional and the def2-TZVPD basis",
  "species": ["C", "N", "C", "C", "C", "C", "C", "C", "C", "C", "C", "C", "C", "C", "N", "C", "C", "C", "C", "C", "C", "N", "C", "C", "C", "C", "N", "O", "O", "C", "C", "C", "C", "H", "H", "H", "H", "H", "H", "H", "H", "H", "H", "H", "H", "H", "H", "H", "H", "H", "H", "H", "H", "H", "H", "H", "H", "H", "H", "H", "H"],
  "positions_angstrom": [[0.6723, 8.9448, -10.5669], [1.2943, 9.5560, -9.3958], [1.6408, 10.9537, -9.6044], [1.0419, 9.0386, -8.1165], [2.0560, 8.3023, -7.4488], [1.7585, 7.7379, -6.2234], [0.5265, 7.9676, -5.5648], [0.3260, 7.4860, -4.2054], [-0.8485, 7.2890, -3.6142], [-0.8445, 6.9556, -2.0935], [-2.1140, 7.3430, -1.3335], [-2.0514, 7.3626, 0.0494], [-3.1281, 7.8244, 0.7969], [-4.2880, 8.2644, 0.1362], [-5.3366, 8.8642, 0.8520], [-6.0598, 9.9839, 0.2322], [-6.0415, 8.0623, 1.8107], [-4.3530, 8.2220, -1.2750], [-3.3128, 7.6250, -1.9985], [-0.5756, 5.2850, -1.8125], [0.6823, 4.8981, -2.4415], [1.6698, 4.6416, -3.0081], [-0.7223, 4.5015, -0.4623], [-1.9947, 4.1574, 0.0449], [-2.1339, 3.3143, 1.1442], [-0.9798, 2.8957, 1.8459], [-1.0309, 2.1930, 3.1255], [0.0730, 2.0000, 3.7149], [-2.1578, 1.8904, 3.5948], [0.2946, 3.2141, 1.3787], [0.4022, 4.0327, 0.2501], [-0.4728, 8.6739, -6.2696], [-0.2128, 9.2716, -7.4938], [0.5471, 7.8625, -10.4026], [-0.3097, 9.4010, -10.7896], [1.3289, 9.1083, -11.4370], [2.2037, 11.3599, -8.7560], [2.2610, 10.9934, -10.5108], [0.7318, 11.5587, -9.7725], [2.9823, 8.1323, -7.9660], [2.5116, 7.1363, -5.7259], [1.2428, 7.1714, -3.7146], [-1.7958, 7.4268, -4.1468], [0.1048, 7.3566, -1.6459], [-1.1387, 6.9844, 0.5669], [-3.0625, 7.7955, 1.8922], [-5.3385, 10.6566, -0.2651], [-6.8117, 9.6719, -0.5106], [-6.5641, 10.5371, 1.0379], [-5.4121, 7.2949, 2.2734], [-6.4169, 8.7191, 2.5769], [-6.9117, 7.5587, 1.3747], [-5.2855, 8.5001, -1.8058], [-3.4639, 7.3892, -3.0577], [-1.3934, 5.0117, -2.4544], [-2.8887, 4.6579, -0.3360], [-3.0844, 3.0344, 1.5788], [1.1544, 2.8903, 1.9277], [1.3815, 4.4175, -0.0129], [-1.4651, 8.8122, -5.8001], [-0.9669, 9.8551, -8.0356]],
  "forces_ev_per_a": [[0.0, 0.1, 0.5], [0.9, 0.0, -1.2], [-0.3, -0.4, 0.1], [-0.3, 0.2, 1.0], [-1.9, 0.3, -0.6], [-0.2, 0.4, 0.8], [0.1, 0.1, -1.6], [-0.1, -0.6, -0.5], [0.2, -0.3, 1.7], [0.9, -1.4, 0.6], [0.9, -0.5, -1.1], [0.1, 0.1, 0.8], [0.0, -0.6, 0.0], [-0.1, 0.9, -0.7], [0.5, 0.5, -0.3], [0.3, -0.5, 0.3], [-0.3, -0.1, 0.0], [-0.2, -1.1, 0.0], [-0.1, 0.6, 0.5], [-0.6, 0.7, 0.0], [1.6, -0.3, -1.4], [-1.7, 0.4, 1.2], [-0.1, 0.3, 0.2], [0.1, 0.2, 0.0], [0.9, 0.0, 1.1], [0.3, 0.3, -1.2], [-0.1, -0.9, 2.3], [-3.0, 0.2, -1.3], [2.7, 0.6, -1.1], [-1.0, 0.8, -0.5], [-0.3, 0.4, -0.1], [-0.2, 0.3, 0.8], [0.9, -0.8, -0.5], [0.0, 0.4, -0.1], [0.1, -0.2, -0.1], [-0.2, -0.1, 0.2], [-0.2, -0.1, -0.2], [-0.1, 0.3, 0.2], [0.2, 0.2, 0.0], [0.3, 0.0, 0.0], [0.0, 0.0, 0.1], [-0.1, 0.4, 0.3], [0.5, 0.0, 0.3], [-1.2, 0.3, -0.3], [-0.8, 0.6, -0.5], [-0.2, 0.2, -0.5], [-0.3, -0.3, 0.3], [0.0, 0.0, 0.1], [0.1, -0.1, -0.3], [0.0, 0.3, -0.2], [-0.2, 0.1, 0.6], [-0.1, -0.2, -0.1], [0.7, -0.2, 0.5], [0.2, 0.4, 0.4], [-0.2, -1.1, -0.3], [0.2, -0.5, -0.3], [-0.1, 0.2, -0.2], [0.3, 0.0, 0.1], [0.0, -0.4, -0.3], [0.7, 0.0, -0.3], [0.3, -0.3, 0.3]],
  "smiles": "CN(C)c1ccc(/C=C/[C@@H](c2ccc(N(C)C)cc2)[C@@H](C#N)c2ccc([N+](=O)[O-])cc2)cc1",
  "charge": 0,
  "homo_lumo_gap_ev": 7.03
}



4.
{
  "formula": "CHFN2O",
  "method": "the ωB97M-V functional and the def2-TZVPD basis",
  "species": ["H", "N", "N", "C", "O", "F"],
  "positions_angstrom": [[0.0397, -1.0658, 1.2692], [-0.6332, -0.4395, 0.7076], [-0.3003, 0.7298, 0.9873], [0.8465, 1.1727, 1.4650], [1.8253, 1.3518, 0.8246], [0.8725, 1.7531, 2.7608]],
  "forces_ev_per_a": [[-0.7, 0.1, -1.3], [1.5, 0.5, 2.3], [-3.5, -1.3, -1.6], [4.0, 2.7, 2.7], [-0.1, -0.7, -0.4], [-1.3, -1.4, -1.7]],
  "smiles": "[H]/N=N\\C(=O)F",
  "charge": 0,
  "homo_lumo_gap_ev": 9.93
}



5.
{
  "formula": "C21H21Cl3N4",
  "method": "the ωB97M-V functional and the def2-TZVPD basis",
  "species": ["Cl", "C", "Cl", "Cl", "H", "C", "C", "C", "N", "C", "C", "H", "H", "H", "H", "H", "C", "C", "C", "N", "C", "C", "H", "H", "H", "H", "H", "C", "C", "C", "N", "C", "C", "H", "H", "H", "H", "H", "C", "C", "C", "N", "C", "C", "H", "H", "H", "H", "H"],
  "positions_angstrom": [[-2.4733, 2.6906, -1.3239], [-1.0140, 1.7236, -1.2177], [0.2489, 2.5700, -0.3329], [-0.4434, 1.2661, -2.8246], [-1.2260, 0.8024, -0.6923], [-1.0501, -3.7790, 2.3922], [-2.2430, -4.4665, 2.5575], [-3.3536, -4.0632, 1.8387], [-3.3276, -3.0665, 0.9556], [-2.1908, -2.3954, 0.8252], [-1.0225, -2.7224, 1.5062], [-0.1791, -4.0766, 2.9607], [-2.2697, -5.3022, 3.2446], [-4.2968, -4.5906, 1.9302], [-2.1521, -1.6775, 0.0091], [-0.1324, -2.1250, 1.3549], [5.5184, 2.3317, -0.8886], [4.2120, 2.4370, -1.3251], [3.5032, 1.2700, -1.5888], [4.0159, 0.0473, -1.4503], [5.2682, -0.0341, -1.0173], [6.0590, 1.0677, -0.7184], [6.0871, 3.2262, -0.6671], [3.7575, 3.4050, -1.4916], [2.4588, 1.2928, -1.8790], [5.6874, -1.0295, -0.9101], [7.0664, 0.9371, -0.3482], [-4.7262, -0.0900, -2.8626], [-5.0757, -0.2261, -4.1991], [-5.4084, -1.4908, -4.6522], [-5.4279, -2.5755, -3.8815], [-5.1189, -2.4202, -2.5959], [-4.7512, -1.2035, -2.0459], [-4.4397, 0.8717, -2.4566], [-5.0485, 0.6262, -4.8636], [-5.6716, -1.6577, -5.6924], [-5.1263, -3.3144, -1.9822], [-4.4484, -1.0991, -1.0117], [1.9468, 3.3944, 3.0445], [2.7450, 2.9032, 2.0235], [3.4954, 1.7659, 2.2735], [3.5040, 1.1357, 3.4489], [2.7679, 1.6417, 4.4244], [1.9770, 2.7712, 4.2840], [1.2931, 4.2381, 2.8574], [2.7147, 3.3496, 1.0392], [4.1361, 1.3502, 1.5019], [2.8154, 1.1310, 5.3817], [1.3388, 3.1597, 5.0656]],
  "forces_ev_per_a": [[-0.1, 0.1, 0.1], [0.2, -0.2, -0.2], [0.0, 0.1, 0.1], [0.0, 0.0, -0.1], [-0.1, 0.1, 0.1], [-0.2, -0.1, 0.1], [0.3, -0.1, 0.2], [-0.1, -0.2, -0.2], [-0.2, 0.2, 0.1], [0.4, -0.6, -0.6], [0.0, 0.5, 0.0], [0.1, 0.1, -0.1], [-0.2, 0.0, -0.1], [0.0, 0.0, 0.1], [-0.1, 0.3, 0.3], [0.0, -0.1, 0.0], [0.1, 0.1, 0.1], [-0.2, -0.1, -0.3], [-0.1, -0.1, 0.2], [-0.1, 0.1, 0.1], [0.4, -0.1, 0.0], [0.0, 0.1, 0.1], [0.1, -0.1, 0.0], [-0.1, 0.0, 0.1], [0.1, 0.2, -0.2], [-0.1, 0.0, 0.0], [0.0, 0.0, 0.0], [-0.1, 0.2, -0.2], [0.2, 0.1, 0.2], [-0.1, -0.1, -0.2], [-0.1, 0.0, 0.1], [0.2, -0.2, 0.0], [0.2, 0.3, 0.1], [0.0, 0.0, -0.1], [-0.1, 0.0, -0.1], [0.0, 0.1, 0.0], [0.0, 0.0, 0.0], [-0.2, -0.3, 0.1], [0.0, 0.0, -0.1], [-0.3, -0.1, 0.1], [0.2, 0.0, 0.0], [0.3, -0.1, -0.3], [-0.2, 0.2, 0.5], [-0.3, 0.3, -0.5], [0.1, 0.0, 0.1], [0.2, 0.0, 0.0], [-0.1, -0.1, 0.0], [0.0, -0.1, -0.1], [0.2, -0.2, 0.2]],
  "smiles": "ClC(Cl)Cl.c1ccncc1.c1ccncc1.c1ccncc1.c1ccncc1",
  "charge": 0,
  "homo_lumo_gap_ev": 10.02
}



6.
{
  "formula": "CN2O2S",
  "method": "the ωB97M-V functional and the def2-TZVPD basis",
  "species": ["N", "N", "S", "O", "C", "O"],
  "positions_angstrom": [[1.3170, 0.4843, -0.3741], [2.4078, 0.1780, -0.1832], [3.8028, -0.2028, 0.2189], [-1.6747, -1.3174, -0.0817], [-1.8529, -0.2283, 0.1592], [-2.1139, 0.8582, 0.3655]],
  "forces_ev_per_a": [[3.3, -1.0, 0.2], [-6.7, 1.9, -0.9], [3.4, -0.9, 0.7], [0.9, -3.4, -0.6], [-0.5, 0.7, -0.1], [-0.3, 2.7, 0.7]],
  "smiles": "N#[N+][S-].O=C=O",
  "charge": 0,
  "homo_lumo_gap_ev": 10.44
}



7.
{
  "formula": "C4H4ClF",
  "method": "the ωB97M-V functional and the def2-TZVPD basis",
  "species": ["C", "C", "C", "C", "F", "Cl", "H", "H", "H", "H"],
  "positions_angstrom": [[0.4520, -0.2598, -2.3281], [0.2534, 0.0902, -1.1608], [-0.0213, 0.6333, 0.1697], [-0.0555, -0.3773, 1.3268], [-0.6110, 0.2228, 2.4415], [-1.1356, -1.7195, 1.0481], [0.6075, -0.5898, -3.3674], [-0.9951, 1.0825, -0.0638], [0.5413, 1.5730, 0.2810], [0.9643, -0.6554, 1.6530]],
  "forces_ev_per_a": [[-0.4, 0.6, 2.2], [1.3, -1.3, -3.4], [-1.0, 0.6, -1.3], [0.3, 1.2, 0.6], [0.3, 0.7, 0.0], [0.2, -0.6, -0.6], [-0.2, 0.4, 1.3], [-0.5, -0.4, 1.0], [0.6, -0.7, 0.7], [-0.6, -0.4, -0.5]],
  "smiles": "C#CC[C@@H](F)Cl",
  "charge": 0,
  "homo_lumo_gap_ev": 11.04
}



8.
{
  "formula": "C4H9NO",
  "method": "the ωB97M-V functional and the def2-TZVPD basis",
  "species": ["C", "C", "C", "C", "N", "O", "H", "H", "H", "H", "H", "H", "H", "H", "H"],
  "positions_angstrom": [[-0.9041, -1.1651, 1.0931], [-0.2772, -0.3557, -0.0428], [-0.9764, 0.9947, -0.2149], [1.2402, -0.2883, 0.1599], [1.8672, 0.8634, -0.2187], [1.8680, -1.2428, 0.5872], [-0.8625, -0.6095, 2.0381], [-0.3641, -2.1048, 1.2257], [-1.9549, -1.3806, 0.8701], [-0.3997, -0.9337, -0.9715], [-0.6587, 1.5221, -1.1225], [-2.0576, 0.8411, -0.2966], [-0.8031, 1.6468, 0.6507], [1.3721, 1.7063, -0.4535], [2.8631, 0.9159, -0.0709]],
  "forces_ev_per_a": [[0.0, -0.1, 0.0], [0.0, 0.0, 0.0], [0.0, 0.1, 0.0], [0.1, -0.1, 0.0], [0.0, 0.0, 0.1], [-0.2, 0.3, -0.1], [0.0, -0.1, -0.1], [-0.1, 0.1, 0.0], [0.2, 0.0, 0.0], [0.0, 0.1, 0.1], [0.0, -0.1, 0.1], [0.2, 0.0, 0.0], [0.0, -0.1, -0.1], [0.0, -0.2, 0.0], [-0.1, 0.0, 0.0]],
  "smiles": "CC(C)C(N)=O",
  "charge": 0,
  "homo_lumo_gap_ev": 10.57
}



Computed values of DFT total energy (unit: eV) for the preceding records, in sequence: -33617.2482; -5402.6816; -38503.1862; -8795.9415; -65644.3230; -18947.0192; -19450.3981; -7832.2763.
Computed values of energy above the lowest of the compared OMol25 structures with the same formula, charge and spin (unit: kcal per mole) for the preceding records, in sequence: 120.2; 98.8; 146.3; 13.1; 7.5; 4.6; 24.4; 1.0.